The following is a quantum chemistry calculation of an isolated molecule of C8H15NO4S, from the OMol25 dataset.

XYZ file:
```
29
Properties=species:S:1:pos:R:3:forces:R:3
C 0.291 2.237 -0.366 -1.09 -2.92 3.05
C -1.465 0.583 -1.340 -0.57 -1.41 2.91
C 1.404 2.073 0.670 -1.12 -1.63 2.30
C -0.875 1.260 -0.115 0.00 -0.06 0.10
C -0.854 -0.186 -0.242 1.83 0.04 0.33
C -1.905 1.800 0.869 -2.66 -0.89 -3.86
C 0.255 -3.315 0.248 2.92 -0.81 -0.77
C -1.062 -2.555 0.202 0.06 0.04 -0.51
N 1.512 -0.274 -1.371 -0.49 0.66 0.92
O 1.849 -0.634 1.126 0.27 -1.48 0.34
O 3.833 -0.467 -0.392 0.66 -0.53 0.15
O 2.525 1.377 0.225 1.26 1.65 -1.54
O -0.754 -1.199 0.522 -0.12 2.54 0.24
S 2.480 -0.174 -0.092 -1.93 0.51 -0.42
H -0.271 3.106 -0.369 -0.23 2.51 0.19
H 0.623 2.010 -1.296 1.44 -0.38 -2.74
H -2.491 0.490 -1.444 -2.05 -0.03 -0.20
H -0.939 0.571 -2.188 2.09 0.20 -3.28
H 1.684 3.022 1.020 1.06 1.40 0.05
H 1.178 1.533 1.693 -0.72 0.83 -1.96
H -2.641 1.033 1.130 0.43 -0.19 0.64
H -2.619 2.446 0.201 1.65 -0.12 1.66
H -1.384 2.198 1.662 0.44 1.31 1.94
H 1.124 -2.629 0.637 -1.89 -0.79 -0.85
H 0.394 -4.183 0.951 -1.05 0.73 -0.66
H 0.624 -3.708 -0.792 -0.93 0.84 1.81
H -1.834 -2.770 0.889 -0.21 -0.88 1.64
H -1.701 -2.494 -0.657 0.56 -0.52 -1.49
H 1.018 -1.152 -1.379 0.40 -0.62 0.01
```
Forces are in eV/Å.

Calculated values
**Spin multiplicity**: 1
**Total energy**: -1067.4943 Ha
**Charge**: 0
**LUMO (alpha / beta)**: -0.541 / -0.541 eV
**Energy above the lowest of the compared OMol25 structures with the same formula, charge and spin**: 161.0 kcal/mol
**Frontier orbital gap (alpha / beta)**: 7.7184 / 7.7191 eV



The following is a quantum chemistry calculation of an isolated ion of composition C8H15NP and charge +1, from the OMol25 dataset.

XYZ file:
```
25
Properties=species:S:1:pos:R:3:forces:R:3
C 3.516 -1.175 0.346 -1.08 -1.60 -1.55
C 2.702 -2.138 -0.096 -2.30 -1.16 0.41
C 3.182 0.153 0.162 -2.99 0.78 -0.51
C 1.235 -1.811 -0.458 -0.14 -1.95 0.42
C 1.034 -0.379 -0.543 2.32 3.84 -2.61
C -2.230 0.014 0.943 2.27 1.94 3.57
C -1.880 1.734 -0.667 -0.86 -1.92 -1.58
C 0.163 0.389 0.395 2.10 2.46 -1.05
N -1.272 0.439 -0.132 -0.94 0.85 1.09
P 3.792 1.677 0.084 -0.01 0.24 0.51
H 4.377 -1.588 0.739 2.27 0.05 0.88
H 2.830 -3.242 -0.139 0.79 1.02 0.33
H 1.180 -2.445 -1.442 -0.90 1.33 1.65
H 0.507 -2.135 0.407 1.45 -0.52 -1.68
H 1.002 0.117 -1.616 0.46 -1.10 2.01
H -2.448 1.020 1.541 0.51 -2.23 -1.16
H -3.115 -0.298 0.572 -2.76 -1.07 -1.47
H -1.852 -0.722 1.727 -0.09 0.85 -1.56
H -1.192 2.029 -1.403 0.45 0.59 -1.54
H -2.988 1.669 -1.042 2.35 -0.38 0.80
H -1.770 2.399 0.083 -0.13 2.35 2.51
H 0.628 1.412 0.715 -1.25 -1.22 -1.35
H 0.273 -0.104 1.289 -0.99 -1.39 2.34
H -1.150 -0.050 -1.002 -0.73 -1.57 -0.02
H 2.534 2.357 0.272 0.18 -0.18 -0.45
```
Forces are in eV/Å.

Calculated values
**Spin multiplicity**: 1
**Total energy**: -709.4512 Ha
**Charge**: +1
**LUMO (alpha / beta)**: -3.742 / -3.741 eV
**Energy above the lowest of the compared OMol25 structures with the same formula, charge and spin**: 115.2 kcal/mol
**Frontier orbital gap (alpha / beta)**: 7.5457 / 7.5470 eV



The following is a quantum chemistry calculation of C8H15O5Pb as an isolated structure, from the OMol25 dataset.

XYZ file:
```
29
Properties=species:S:1:pos:R:3:forces:R:3
C -3.068 -1.154 -1.299 0.72 0.12 -0.47
O -3.102 -0.417 -0.307 -0.40 0.09 -0.36
C -2.666 -0.870 1.023 0.13 -0.33 0.56
C -2.077 0.308 1.750 -0.17 0.06 0.46
O -0.824 0.710 1.184 -2.83 1.42 -1.24
C -0.795 1.976 0.514 -0.56 0.92 0.04
C 0.044 1.881 -0.740 0.59 1.65 -0.78
O 0.387 2.805 -1.397 -0.47 -1.49 0.80
H -2.614 -2.154 -1.247 -0.39 0.07 0.06
H -3.378 -0.707 -2.250 -0.23 -0.19 0.21
H -1.952 -1.691 0.884 -0.18 0.12 0.03
H -3.573 -1.216 1.531 0.16 0.05 -0.12
H -2.766 1.160 1.767 0.12 -0.20 0.02
H -1.900 -0.003 2.787 -0.04 0.03 -0.14
H -0.386 2.741 1.191 -0.06 -0.12 -0.23
H -1.808 2.265 0.204 0.22 0.03 0.05
O 2.435 1.145 0.972 1.74 2.45 -0.70
C 3.288 0.704 -0.035 0.69 0.06 -1.67
C 3.232 -0.815 -0.197 1.05 0.05 -0.15
O 1.855 -1.258 -0.126 -0.18 -1.91 -1.26
C 1.150 -1.240 -1.360 -1.34 2.22 -1.09
Pb 1.111 -0.143 1.527 -0.09 -3.44 5.32
H 4.344 0.978 0.144 -0.47 0.00 0.14
H 2.996 1.166 -1.000 0.18 -0.05 0.34
H 3.750 -1.314 0.635 -0.23 0.00 -0.20
H 3.669 -1.160 -1.144 -0.10 0.14 0.30
H 1.764 -1.812 -2.072 0.07 1.35 -0.48
H 0.203 -1.776 -1.490 0.04 -0.76 1.55
H 0.683 -0.111 -1.448 2.03 -2.34 -1.00
```
Forces are in eV/Å.

Calculated values
**Spin multiplicity**: 2
**Total energy**: -882.0137 Ha
**Charge**: +2
**LUMO (alpha / beta)**: -9.666 / -9.668 eV
**Energy above the lowest of the compared OMol25 structures with the same formula, charge and spin**: 5.6 kcal/mol
**Frontier orbital gap (alpha / beta)**: 5.7513 / 6.4005 eV



The following is a quantum chemistry calculation of C8H15P as an isolated structure, from the OMol25 dataset.

XYZ file:
```
24
Properties=species:S:1:pos:R:3:forces:R:3
C -0.568 -0.700 0.205 0.97 2.55 -1.33
C -1.754 -1.254 0.186 -0.56 -1.90 -0.88
C 0.620 -1.245 0.930 0.03 -2.26 0.39
C 1.937 -1.145 0.201 1.91 3.91 4.68
C 2.131 0.416 0.172 1.38 0.51 -4.05
C 1.190 0.856 -0.987 0.98 1.66 -1.89
C -0.228 1.049 -0.593 -1.82 -4.51 3.57
C -2.977 -0.722 -0.550 1.86 -1.63 -1.46
P -0.891 2.137 0.785 0.18 -0.44 -0.85
H -1.806 -2.272 0.641 -0.13 0.75 -0.27
H 0.628 -0.648 1.780 0.61 1.20 1.88
H 0.589 -2.273 1.392 -1.01 0.56 -0.89
H 2.853 -1.464 0.772 -1.27 -0.74 -0.53
H 1.812 -1.535 -0.717 0.34 -1.40 -3.23
H 1.823 0.924 1.031 -0.53 0.25 1.73
H 3.167 0.922 -0.039 -1.47 -1.67 0.17
H 1.497 1.831 -1.470 0.15 -0.78 0.50
H 1.271 0.094 -1.827 -0.25 0.91 0.94
H -1.035 1.021 -1.290 0.04 0.09 -1.13
H -3.823 -1.049 -0.005 -1.25 -0.54 -0.14
H -2.974 -0.925 -1.729 -0.19 0.37 2.79
H -2.852 0.275 -0.305 -0.48 2.54 -0.38
H -0.948 3.327 0.016 0.27 0.19 0.17
H 0.340 2.377 1.400 0.25 0.38 0.20
```
Forces are in eV/Å.

Calculated values
**Spin multiplicity**: 1
**Total energy**: -655.0251 Ha
**Charge**: 0
**LUMO**: 1.030 eV
**Energy above the lowest of the compared OMol25 structures with the same formula, charge and spin**: 66.7 kcal/mol
**Frontier orbital gap**: 9.8261 eV



The following is a quantum chemistry calculation of C8H16AlBO4 as an isolated structure, from the OMol25 dataset.

XYZ file:
```
30
Properties=species:S:1:pos:R:3:forces:R:3
Al 27.669 8.006 -20.267 0.02 0.01 0.03
B 26.124 6.501 -23.880 -1.54 1.15 -1.94
H 27.203 6.499 -23.907 5.34 0.75 2.33
H 25.825 7.516 -23.668 -0.36 5.06 -1.56
H 25.612 6.035 -24.708 -3.91 -1.71 -2.23
H 25.930 5.978 -22.957 0.46 -5.26 3.42
O 31.628 6.250 -17.691 -0.61 -0.22 -0.67
C 32.755 6.150 -17.283 -0.01 0.77 0.95
O 33.623 5.254 -17.592 0.44 -1.78 -0.79
C 34.878 5.434 -16.892 0.67 0.68 0.58
C 34.584 6.442 -15.795 0.30 -0.86 0.39
C 33.336 7.101 -16.280 0.17 1.96 0.65
H 35.571 5.921 -17.579 -0.04 -0.42 -0.27
H 35.311 4.515 -16.498 -0.50 -0.26 -0.52
H 35.480 7.058 -15.711 -0.40 0.33 0.40
H 34.245 6.055 -14.834 1.01 -0.66 0.04
H 33.600 8.041 -16.766 -0.60 0.17 -0.20
H 32.696 7.263 -15.413 -0.44 0.33 -0.60
O 23.726 9.930 -17.382 -0.28 0.22 0.03
C 22.771 10.078 -16.642 0.07 0.30 -0.81
O 22.497 9.249 -15.701 -0.19 -1.35 1.78
C 21.317 9.605 -14.928 -1.37 0.60 -0.08
C 20.935 11.001 -15.369 0.20 1.00 -0.46
C 21.762 11.206 -16.695 -0.25 0.68 1.07
H 21.467 9.638 -13.849 0.69 -0.69 -0.26
H 20.493 8.936 -15.177 0.48 -0.47 0.02
H 21.131 11.734 -14.586 0.94 0.07 -0.21
H 19.870 11.212 -15.470 -0.14 -0.71 -0.66
H 22.356 12.118 -16.632 -0.31 0.18 -0.48
H 21.173 11.134 -17.610 0.17 0.15 0.01
```
Forces are in eV/Å.

Calculated values
**Spin multiplicity**: 1
**Total energy**: -881.6269 Ha
**Charge**: +2
**LUMO**: -13.703 eV
**Energy above the lowest of the compared OMol25 structures with the same formula, charge and spin**: 240.6 kcal/mol
**Frontier orbital gap**: 1.5823 eV